{"formula": "CH4IP", "method": "ωB97M-V/def2-TZVPD", "total_charge": 0, "relative_energy_kcal_mol": 70.1, "gap_ev": 9.5224, "e_tot_ev": -18488.4827, "symbols": ["C", "P", "I", "H", "H", "H", "H"], "positions_angstrom": [[0.3853, 0.3992, 0.1131], [-0.4845, -1.2079, 0.1178], [2.4918, 0.2293, 0.0337], [0.0516, 1.0853, -0.6570], [-0.0318, 1.3583, 1.3650], [-1.7576, -0.6653, 0.3031], [-0.6550, -1.1989, -1.2756]]}

{"formula": "CH4N2O2", "method": "ωB97M-V/def2-TZVPD", "total_charge": 0, "relative_energy_kcal_mol": 119.2, "gap_ev": [8.3511, 9.3771], "e_tot_ev": -8171.5161, "symbols": ["C", "N", "N", "O", "O", "H", "H", "H", "H"], "positions_angstrom": [[2.1074, 0.4087, -0.2868], [-1.1562, -0.4492, 0.0792], [-0.6785, 0.7842, 0.6408], [2.0983, -0.6299, 0.2459], [0.0600, 1.6471, 0.0826], [2.7324, 0.6897, -1.1716], [-0.4462, -0.8795, -0.4445], [-1.7744, -0.0986, -0.6471], [-0.4658, 0.5918, 1.5463]]}

{"formula": "CH4N2O2", "method": "ωB97M-V/def2-TZVPD", "total_charge": 0, "relative_energy_kcal_mol": 126.1, "gap_ev": 8.9744, "e_tot_ev": -8171.2173, "symbols": ["C", "N", "N", "O", "O", "H", "H", "H", "H"], "positions_angstrom": [[0.1407, -0.3853, -0.0363], [1.0315, 0.5553, -0.6264], [-1.2368, -0.0051, 0.0430], [-1.5757, 1.1320, 0.3218], [-1.9804, -0.9223, -0.2477], [0.3329, -1.2897, -0.5856], [0.4122, -0.9461, 1.6810], [0.8840, 1.4911, -0.2834], [1.9916, 0.3702, -0.2665]]}

{"formula": "CH4N2O2", "method": "ωB97M-V/def2-TZVPD", "total_charge": 0, "relative_energy_kcal_mol": 124.6, "gap_ev": [7.7630, 8.5591], "e_tot_ev": -8171.2838, "symbols": ["C", "N", "N", "O", "O", "H", "H", "H", "H"], "positions_angstrom": [[1.6807, -0.2862, -0.0973], [-1.4922, -0.5972, -0.0642], [-0.6673, 0.3308, -0.5735], [2.1214, 0.7585, 0.3127], [-0.5469, 1.3048, 0.2958], [2.1440, -1.2644, -0.1682], [-1.5217, -1.4074, -0.7232], [-2.1868, -0.3245, 0.6103], [0.4687, 1.4855, 0.4076]]}

{"formula": "CH4N2O2", "method": "ωB97M-V/def2-TZVPD", "total_charge": 0, "relative_energy_kcal_mol": 43.9, "gap_ev": 10.5395, "e_tot_ev": -8174.7802, "symbols": ["N", "C", "O", "N", "O", "H", "H", "H", "H"], "positions_angstrom": [[0.3640, 1.1510, 0.0401], [0.7919, -0.2853, 0.0273], [2.0283, -0.6566, 0.0656], [-0.3501, -0.9873, -0.1464], [-1.5168, -0.2998, 0.0074], [-0.4910, 1.2544, -0.5604], [1.1435, 1.6493, -0.3317], [-0.3900, -2.0972, -0.0331], [-1.5797, 0.2714, 0.9311]]}

{"formula": "CH4N2O2", "method": "ωB97M-V/def2-TZVPD", "total_charge": 0, "relative_energy_kcal_mol": 119.4, "gap_ev": 9.3028, "e_tot_ev": -8171.5086, "symbols": ["C", "N", "N", "O", "O", "H", "H", "H", "H"], "positions_angstrom": [[-1.0904, -0.4203, -0.3514], [1.6112, 0.2238, 0.1914], [-0.2569, 0.6528, 0.1012], [2.1429, 1.2588, 0.1526], [2.1518, -0.8758, 0.2857], [-1.3158, -1.2179, 0.4562], [-0.6286, -0.7429, -1.3040], [-2.0076, 0.0527, -0.5223], [-0.6067, 1.0689, 0.9905]]}